No. 1
Entry from OMol25: C2H4N2O as an isolated structure at a distorted geometry (ωB97M-V with the def2-TZVPD basis set).

Output
HOMO-LUMO gap = 11.653 eV

The geometry in XYZ format:
```
9
Properties=species:S:1:pos:R:3:forces:R:3
C 3.515245 -1.072352 0.844791 -0.2 -2.5 5.4
C 0.240913 1.637984 0.006494 0.6 1.4 -0.1
N 3.580639 -0.498767 -0.106816 0.3 2.0 -4.0
N -0.562597 2.414766 -0.450192 -1.0 -0.2 -0.3
O 1.219914 1.178277 0.459757 -1.0 -0.5 -0.2
H 3.479153 -1.505193 1.862930 0.0 0.4 -1.4
H -2.737395 -3.231805 1.672529 0.4 1.1 -0.3
H -2.510387 -2.510136 1.486926 -0.4 -1.1 0.3
H -1.525882 2.516239 -0.801467 1.4 -0.6 0.6
```
Positions in Å, forces in eV/Å.

Mulliken population analysis, charges in e, atoms 1 to 5:
1 C 0.085
2 C 0.477
3 N -0.311
4 N -0.386
5 O -0.386

=====

No. 2
Entry from OMol25: one molecule with the formula C2H4N2O at a distorted geometry (ωB97M-V with the def2-TZVPD basis set).

Output
SMILES = C=NNC=O
HOMO-LUMO gap = 10.057 eV

The geometry in XYZ format:
```
9
Properties=species:S:1:pos:R:3:forces:R:3
C -1.187996 0.923214 -0.016843 0.0 0.4 2.0
N -0.663657 0.362150 -1.041313 0.0 0.3 1.0
N 0.257235 -0.651469 -0.727512 1.6 -0.9 -0.1
C 1.007098 -0.650023 0.485162 2.7 -1.3 -1.4
O 2.089768 -1.338633 0.538125 -4.7 2.9 0.5
H -1.849913 1.866358 0.015323 1.0 -1.8 -0.9
H -0.885957 0.548439 1.050505 -1.5 1.0 -2.0
H 0.731834 -1.170769 -1.566048 -1.4 1.6 2.2
H 0.501588 0.110735 1.262602 2.2 -2.1 -1.3
```
Positions in Å, forces in eV/Å.

Mulliken population analysis, charges in e, atoms 1 to 5:
1 C -0.195
2 N -0.425
3 N -0.004
4 C 0.268
5 O -0.568

=====

No. 3
Entry from OMol25: one molecule with the formula C2H4N2O at a distorted geometry (ωB97M-V with the def2-TZVPD basis set).

Output
SMILES = COC1N=N1
HOMO-LUMO gap = 10.408 eV

The geometry in XYZ format:
```
9
Properties=species:S:1:pos:R:3:forces:R:3
C -0.391206 -0.140148 1.285705 1.7 4.2 -1.3
O 0.301016 -0.698549 0.166120 0.6 -0.7 0.7
C 0.414994 0.095618 -0.922157 0.5 -0.1 -0.5
N 0.732696 -0.511879 -2.200364 0.1 -0.8 0.2
N -0.410755 -0.110849 -2.061064 -1.4 -0.4 -1.0
H -0.391170 -0.810884 2.100067 -0.8 -1.1 0.4
H -1.296653 0.316042 0.820342 0.0 -0.7 1.4
H 0.232757 0.796123 1.751869 -1.2 -1.9 -1.2
H 0.808321 1.064527 -0.940519 0.6 1.5 1.4
```
Positions in Å, forces in eV/Å.

Mulliken population analysis, charges in e, atoms 1 to 5:
1 C -0.602
2 O -0.369
3 C 0.218
4 N -0.249
5 N -0.229

=====

No. 4
Entry from OMol25: one molecule with the formula C2H4N2O at a distorted geometry (ωB97M-V with the def2-TZVPD basis set).

Output
SMILES = [H]/N=C/NC=O
HOMO-LUMO gap = 9.144 eV

The geometry in XYZ format:
```
9
Properties=species:S:1:pos:R:3:forces:R:3
H 2.496828 0.759646 0.164480 -2.9 -1.5 0.1
N 1.386059 0.530481 0.247109 3.4 -4.8 -2.2
C 1.022712 -0.696155 -0.265785 -1.2 7.2 1.4
N -0.440291 -0.858834 -0.436177 1.8 -6.4 2.2
C -1.295510 -0.016703 0.153108 4.6 8.2 -0.5
O -0.751341 1.167282 0.343482 -5.5 -4.3 0.2
H 1.512408 -1.407027 -0.882141 1.0 -0.7 0.0
H -0.652863 -1.922532 -0.103523 0.3 2.9 -1.7
H -2.329228 -0.192735 0.072866 -1.5 -0.6 0.6
```
Positions in Å, forces in eV/Å.

Mulliken population analysis, charges in e, atoms 1 to 5:
1 H 0.225
2 N -0.417
3 C -0.063
4 N -0.248
5 C 0.043

=====

No. 5
Entry from OMol25: one molecule with the formula C2H4N2O at a distorted geometry (ωB97M-V with the def2-TZVPD basis set).

Output
SMILES = [H]/N=C/NC=O
HOMO-LUMO gap = 10.854 eV

The geometry in XYZ format:
```
9
Properties=species:S:1:pos:R:3:forces:R:3
H 2.521056 -0.651453 0.070672 -2.2 -0.6 -0.9
N 1.480194 -0.783325 -0.232546 2.2 1.2 1.2
C 0.938905 0.344167 -0.010640 -1.5 0.8 0.0
N -0.465765 0.564751 -0.140253 1.0 -2.9 0.2
C -1.425597 -0.460843 -0.011051 1.5 -1.4 1.5
O -2.591994 -0.237887 -0.128960 -0.5 0.0 -0.3
H 1.397308 1.292513 0.339160 0.3 -0.7 -0.3
H -0.835431 1.466753 -0.295971 -0.2 1.0 -0.1
H -1.018674 -1.534680 0.409593 -0.5 2.6 -1.3
```
Positions in Å, forces in eV/Å.

Mulliken population analysis, charges in e, atoms 1 to 5:
1 H 0.257
2 N -0.593
3 C 0.073
4 N -0.151
5 C 0.122

=====

No. 6
Entry from OMol25: one molecule with the formula C2H4N2O at a distorted geometry (ωB97M-V with the def2-TZVPD basis set).

Output
SMILES = [H]/N=C/NC=O
HOMO-LUMO gap = 10.951 eV

The geometry in XYZ format:
```
9
Properties=species:S:1:pos:R:3:forces:R:3
H 2.388285 -1.314026 0.168800 0.4 0.2 -0.3
N 1.430485 -1.174820 0.435097 0.4 0.1 -0.2
C 0.809710 -0.226590 -0.134713 0.3 -0.3 0.1
N -0.488359 -0.132878 0.310333 0.1 0.0 -0.1
C -1.382267 0.817065 -0.144594 -0.1 0.0 0.1
O -2.532570 0.990868 0.171458 0.5 -0.4 0.1
H 1.134688 0.496340 -0.891909 0.1 -0.3 0.2
H -0.482138 -0.913616 0.984331 -1.7 0.7 0.1
H -0.877834 1.457658 -0.898805 -0.1 -0.1 0.1
```
Positions in Å, forces in eV/Å.

Mulliken population analysis, charges in e, atoms 1 to 5:
1 H 0.237
2 N -0.630
3 C 0.029
4 N -0.164
5 C 0.257

=====

No. 7
Entry from OMol25: one molecule with the formula C2H4N2O at a distorted geometry (ωB97M-V with the def2-TZVPD basis set).

Output
SMILES = [H]/N=C(\N)C=O
HOMO-LUMO gap = 9.705 eV

The geometry in XYZ format:
```
9
Properties=species:S:1:pos:R:3:forces:R:3
H -2.193591 0.626509 0.475666 2.3 0.4 -0.8
N -1.316491 0.925874 -0.086687 -2.0 -0.3 0.3
C -0.262410 0.227527 0.022885 -1.3 0.1 2.7
N 0.115754 -0.734152 1.007651 2.3 -1.3 -4.5
C 0.842740 0.523643 -0.892048 4.1 -3.8 -0.7
O 1.635721 -0.486061 -0.979817 -2.0 4.2 -0.9
H -0.609393 -1.116231 1.569771 -0.7 -0.4 0.1
H 0.742380 -1.477831 0.320317 -2.1 2.4 3.0
H 1.045289 1.510722 -1.437737 -0.6 -1.4 0.7
```
Positions in Å, forces in eV/Å.

Mulliken population analysis, charges in e, atoms 1 to 5:
1 H 0.239
2 N -0.610
3 C 0.301
4 N -0.497
5 C 0.236

=====

No. 8
Entry from OMol25: a 2-piece molecular cluster, C2H4N2O overall at a distorted geometry (ωB97M-V with the def2-TZVPD basis set).

Output
SMILES = N#[N+][O-].C=C
HOMO-LUMO gap = 11.415 eV

The geometry in XYZ format:
```
9
Properties=species:S:1:pos:R:3:forces:R:3
N -2.779152 -0.693327 0.954006 0.5 -1.4 2.0
N -3.182321 -0.191084 0.064189 0.2 -0.1 0.5
O -3.568697 0.375023 -0.860341 -1.0 1.4 -2.5
C 0.133181 0.086879 -0.736383 0.2 -1.5 0.0
C -0.073774 0.008343 0.568967 0.3 -0.2 1.8
H -0.461647 0.606442 -1.485664 0.3 0.4 0.5
H 0.844080 -0.666640 -1.114306 -0.3 0.6 -0.2
H 0.420349 -0.700548 1.277858 0.3 0.3 -1.3
H -0.718699 0.565452 1.241423 -0.4 0.6 -0.9
```
Positions in Å, forces in eV/Å.

Mulliken population analysis, charges in e, atoms 1 to 5:
1 N -0.332
2 N 0.866
3 O -0.534
4 C -0.359
5 C -0.628